Below is a molecular structure, C19H47BaN2O7 in a non-equilibrium geometry, with properties calculated with wB97M-V/def2-TZVPD.

XYZ file:
```
76
Properties=species:S:1:pos:R:3:mulliken_charge:R:1
Ba 0.25 -0.24 -0.35 1.53
C 3.70 4.08 -4.07 -1.07
C 3.41 3.32 -2.79 -0.02
O 3.51 1.93 -2.88 -0.83
H 3.57 5.16 -4.02 0.34
H 2.97 3.74 -4.81 0.24
H 4.65 3.90 -4.57 0.30
H 2.43 3.69 -2.47 -0.02
H 4.05 3.76 -2.02 0.20
C -4.31 -0.81 4.46 -0.98
C -4.56 -0.45 3.03 -0.37
O -3.41 0.13 2.45 -0.79
H -3.40 -1.39 4.63 0.21
H -5.07 -1.45 4.90 0.37
H -4.35 0.08 5.10 0.25
H -5.44 0.19 2.98 0.21
H -4.79 -1.39 2.53 0.17
C 0.13 -4.08 -5.92 -1.23
C 0.56 -4.37 -4.48 0.61
C 1.30 -5.70 -4.26 -1.29
O 1.35 -3.36 -3.88 -0.87
H -0.39 -4.95 -6.32 0.31
H 0.88 -3.76 -6.65 0.35
H -0.51 -3.20 -5.79 0.23
H -0.36 -4.44 -3.90 0.09
H 2.16 -5.76 -4.94 0.33
H 0.67 -6.54 -4.58 0.37
H 1.49 -5.94 -3.21 0.24
C 1.45 0.32 4.69 -0.85
O 2.09 -0.01 3.43 -0.19
C 3.44 -0.44 3.63 -0.63
C 3.93 -1.16 2.33 -1.02
N 3.02 -2.08 1.70 -0.13
C 2.61 -3.06 2.70 -0.64
C 1.74 -4.08 1.97 -0.83
O 0.60 -3.40 1.45 -0.16
C -0.60 -4.10 1.62 -0.77
H 1.33 -0.48 5.42 0.31
H 0.42 0.55 4.42 0.31
H 1.97 1.13 5.20 0.32
H 3.51 -1.22 4.39 0.33
H 4.09 0.34 4.02 0.47
H 4.80 -1.75 2.61 0.43
H 4.35 -0.48 1.59 0.46
H 3.55 -2.51 0.96 0.26
H 2.18 -2.81 3.67 0.28
H 3.55 -3.42 3.12 0.51
H 1.58 -4.82 2.74 0.41
H 2.22 -4.49 1.08 0.37
H -0.76 -4.24 2.69 0.31
H -0.42 -5.06 1.14 0.31
H -1.46 -3.55 1.23 0.23
C -4.18 0.10 -2.90 -0.83
O -3.29 1.05 -2.15 -0.23
C -2.72 2.07 -2.95 -0.64
C -2.75 3.43 -2.10 -0.73
N -1.88 3.20 -0.97 -0.20
C -1.49 4.48 -0.37 -0.69
C -1.00 4.31 1.09 -0.46
O -1.07 5.56 1.80 -0.38
C -0.04 5.59 2.79 -0.74
H -4.90 0.64 -3.51 0.31
H -4.52 -0.61 -2.14 0.22
H -3.58 -0.34 -3.69 0.37
H -3.24 2.27 -3.89 0.46
H -1.74 1.61 -3.07 0.27
H -3.78 3.63 -1.77 0.36
H -2.36 4.22 -2.74 0.45
H -2.55 2.85 -0.29 0.26
H -2.41 5.06 -0.24 0.33
H -0.89 5.12 -1.02 0.42
H -0.12 3.69 1.30 0.35
H -1.85 3.86 1.60 0.26
H 0.05 4.73 3.45 0.30
H -0.34 6.42 3.43 0.28
H 0.97 5.75 2.40 0.31
```

Values from the calculation:
Molar mass (u): 552.92
Lowest unoccupied orbital energy (hartree): 0.0280
Spin multiplicity: 1
Net charge: -1
Frontier orbital gap (eV): 4.16
E (a.u.): -1413.38934


Below is a molecular structure, C39H60F5GeN4O3P3PbTe in a non-equilibrium geometry, with properties calculated with wB97M-V/def2-TZVPD.

XYZ file:
```
117
Properties=species:S:1:pos:R:3:mulliken_charge:R:1
Pb -1.41 -8.25 2.59 1.06
C 1.64 -0.04 4.98 -1.44
C 1.48 -1.00 3.75 0.73
C 2.88 -1.34 3.11 -0.98
P 0.55 -0.53 2.27 -0.33
C 1.01 1.24 2.06 -0.31
N 1.62 1.39 0.74 1.26
Ge 0.57 0.96 -0.75 -2.18
N 0.79 -0.77 -1.40 1.75
C -0.17 -1.70 -0.93 -0.27
P -1.26 -2.28 -2.41 -0.57
C -2.67 -3.25 -1.51 0.77
C -3.45 -4.01 -2.61 -1.38
C -1.90 -4.34 -0.67 -1.85
C -2.14 -0.73 -2.82 0.61
C -3.58 -0.69 -3.17 -0.78
C -3.11 -0.07 -1.87 0.06
C 2.07 -1.22 -1.68 1.72
C 2.52 -2.56 -1.76 -1.48
C 3.90 -2.84 -1.91 -0.86
C 4.89 -1.87 -1.86 -0.91
C 4.44 -0.57 -1.82 -0.08
C 3.12 -0.27 -1.81 -0.48
N 2.64 1.12 -1.82 1.14
C 3.23 2.11 -0.88 -0.05
C 4.26 2.87 -1.20 -0.08
C 4.67 3.87 -0.38 -0.86
C 4.13 4.11 0.89 -1.12
C 3.13 3.19 1.34 -0.22
C 2.62 2.22 0.46 0.23
C 2.32 1.67 -3.12 0.30
C 3.13 1.79 -4.22 -0.51
C 2.75 2.54 -5.39 -0.76
C 1.59 3.29 -5.35 -1.31
C 0.70 3.01 -4.29 -1.07
C 1.04 2.28 -3.16 0.61
N 0.11 2.06 -2.13 0.40
C -0.80 3.23 -1.74 -1.72
P 0.05 4.41 -0.58 0.07
C -0.80 6.00 -1.23 0.43
C -0.77 7.10 -0.15 -1.38
C 0.05 6.42 -2.41 -1.02
C -0.51 4.18 1.01 1.32
C 0.18 4.56 2.31 -1.13
C -1.96 4.00 1.35 -1.47
C -1.24 -0.55 2.53 1.65
C -1.47 -1.94 2.06 -1.56
C -1.57 -0.30 3.96 -1.59
H 2.34 -0.37 5.86 0.34
H 0.72 0.34 5.36 0.27
H 2.21 0.86 4.60 0.25
H 1.04 -2.01 4.09 0.63
H 3.65 -0.70 3.67 0.34
H 3.10 -0.98 2.00 0.10
H 3.11 -2.41 3.16 0.30
H 1.73 1.57 2.75 0.87
H 0.04 1.79 2.17 -0.87
H -0.87 -1.28 -0.17 -0.74
H 0.26 -2.61 -0.45 0.61
H -3.42 -2.67 -0.89 0.34
H -4.43 -4.38 -2.16 0.39
H -2.92 -4.84 -3.07 0.34
H -3.97 -3.38 -3.35 0.38
H -1.24 -4.83 -1.37 0.48
H -2.60 -4.94 -0.14 0.54
H -1.20 -3.83 -0.02 0.13
H -1.48 0.05 -3.22 -0.14
H -4.06 -1.60 -3.38 -0.11
H -1.23 -5.31 3.21 0.23
H -3.84 -0.04 -4.01 0.28
H -3.40 -0.40 -0.71 -0.15
H -3.30 1.00 -2.05 0.35
H -0.77 -7.68 0.05 0.27
H 1.82 -3.38 -1.70 0.52
H 4.24 -3.85 -2.19 0.35
H 5.98 -2.07 -1.99 0.35
H 5.05 0.33 -1.79 0.40
H 4.61 2.85 -2.29 0.23
H 5.53 4.43 -0.66 0.46
H 4.59 4.95 1.44 0.34
H 2.79 3.27 2.42 0.44
H 3.94 1.15 -4.36 0.59
H 3.48 2.42 -6.21 0.36
H 1.41 3.97 -6.11 0.49
H -0.18 3.51 -4.17 0.93
H -1.65 2.82 -1.24 0.57
H -1.09 3.67 -2.70 0.74
H -1.86 5.75 -1.56 0.33
H -1.44 6.81 0.67 0.28
H -1.10 8.06 -0.56 0.45
H 0.25 7.20 0.25 0.29
H 0.21 5.51 -3.00 0.13
H 1.09 6.72 -2.02 0.25
H -0.41 7.12 -3.09 0.46
H -3.57 -10.18 4.57 0.28
H 0.30 3.66 2.98 0.03
H -0.40 5.36 2.79 0.65
H 1.22 4.86 2.08 0.20
H -2.61 4.25 0.51 0.42
H -2.20 4.74 2.21 0.43
H -2.36 2.98 1.58 -0.01
H -1.74 0.12 1.83 -0.16
H -2.06 -1.93 1.18 -0.01
H -2.01 -2.51 2.81 0.53
H -0.52 -2.49 1.84 0.18
H -2.56 -0.26 4.36 0.44
H -1.21 0.69 4.43 0.21
H -1.07 -1.00 4.60 0.48
O -3.44 -9.29 4.19 -0.77
O -1.16 -6.19 2.59 -0.76
F -1.06 0.93 0.00 -0.65
Te -5.49 -9.14 3.52 1.66
F -4.88 -7.46 2.75 -0.54
F -5.31 -9.97 1.82 -0.44
F -5.63 -11.11 4.13 -0.61
F -7.30 -8.69 3.27 -0.51
O -0.87 -8.47 0.52 -0.85
```

Values from the calculation:
Molar mass (u): 1228.26
Lowest unoccupied orbital energy (alpha / beta) (hartree): 0.0644 / 0.0239
Spin multiplicity: 2
Net charge: -1
Frontier orbital gap (alpha / beta) (eV): 7.17 / 6.07
E (a.u.): -6027.90058


Below is a molecular structure, C25H27F12N3O5ReSi, with properties calculated with wB97M-V/def2-TZVPD.

XYZ file:
```
74
Properties=species:S:1:pos:R:3:mulliken_charge:R:1
Re 0.30 0.57 -0.34 0.72
C -2.74 -5.32 1.47 -1.61
C -1.79 -4.20 1.25 0.35
C -0.93 -3.77 2.28 -1.03
C -0.07 -2.74 2.05 -0.09
C -0.04 -2.07 0.78 0.36
N 0.90 -1.10 0.61 0.62
C 2.14 -1.27 1.15 0.44
C 2.66 -2.60 1.18 -0.03
C 3.87 -2.88 1.75 -1.04
C 4.63 -1.84 2.31 0.45
C 5.93 -2.10 2.96 -1.64
C 4.12 -0.51 2.26 -0.37
C 2.94 -0.18 1.66 -1.50
C 2.41 1.25 1.71 1.67
O 1.63 1.60 0.61 -0.64
C 1.56 1.42 2.99 0.48
F 1.11 2.66 3.13 -0.21
F 2.22 1.06 4.08 -0.26
F 0.47 0.60 2.89 -0.10
C 3.56 2.30 1.66 0.50
F 4.39 1.98 0.66 -0.21
F 3.07 3.51 1.43 -0.22
F 4.26 2.34 2.80 -0.22
C -0.98 -2.43 -0.25 -0.98
C -1.78 -3.51 0.01 -0.51
C -0.97 -1.80 -1.65 1.40
O -0.47 -0.50 -1.74 -0.61
C -2.43 -1.63 -2.19 0.47
F -3.04 -2.78 -2.43 -0.24
F -3.13 -0.96 -1.25 -0.16
F -2.43 -0.91 -3.30 -0.23
C -0.08 -2.68 -2.56 0.50
F 1.16 -2.70 -2.01 -0.19
F 0.02 -2.18 -3.78 -0.23
F -0.52 -3.93 -2.63 -0.24
H -2.29 -6.10 2.08 0.44
H -3.12 -5.73 0.54 0.44
H -3.59 -4.93 2.04 0.36
H -0.97 -4.25 3.25 0.55
H 0.56 -2.35 2.84 0.73
H 2.12 -3.37 0.65 0.68
H 4.27 -3.89 1.72 0.51
H 6.40 -3.01 2.59 0.43
H 5.76 -2.23 4.04 0.35
H 6.61 -1.26 2.85 0.44
H 4.72 0.25 2.73 0.74
H -2.43 -3.90 -0.76 0.67
C 4.01 -0.08 -3.36 -0.61
O 3.07 1.05 -3.42 -0.49
C 2.15 1.13 -2.54 0.70
O 1.96 0.32 -1.60 -0.36
N 1.32 2.19 -2.67 -0.34
N 0.30 2.30 -1.71 -0.48
H 4.67 0.08 -4.21 0.32
H 3.45 -1.00 -3.46 0.27
H 4.56 -0.03 -2.42 0.27
H 1.41 2.88 -3.40 0.27
H -0.60 2.37 -2.19 0.37
H 0.45 3.15 -1.16 0.41
C -1.84 3.52 1.84 -1.09
Si -2.61 2.20 0.81 0.50
C -3.70 1.02 1.70 -1.07
C -3.15 2.76 -0.88 -1.13
O -1.16 1.14 0.36 0.21
H -2.59 4.31 1.96 0.47
H -0.96 3.99 1.40 0.36
H -1.58 3.17 2.84 0.32
H -4.46 1.60 2.24 0.46
H -3.16 0.44 2.45 0.36
H -4.23 0.34 1.04 0.31
H -4.14 3.22 -0.79 0.48
H -3.26 1.94 -1.59 0.38
H -2.51 3.53 -1.31 0.34
```

Values from the calculation:
Molar mass (u): 891.78
Lowest unoccupied orbital energy (alpha / beta) (hartree): -0.4490 / -0.4483
Spin multiplicity: 1
Net charge: +3
Frontier orbital gap (alpha / beta) (eV): 5.81 / 5.67
E (a.u.): -3074.65549


Below is a molecular structure, C58H73ClHfN2O4PSb in a non-equilibrium geometry, with properties calculated with wB97M-V/def2-TZVPD.

XYZ file:
```
141
Properties=species:S:1:pos:R:3:mulliken_charge:R:1
Hf 0.53 0.09 -0.75 0.09
C 0.28 1.30 6.05 -2.08
C 1.23 0.13 5.81 1.76
C 0.83 -1.05 6.71 -1.65
C 2.66 0.58 6.16 -1.74
C 1.19 -0.34 4.37 0.11
C 0.25 0.07 3.47 -1.47
C 0.34 -0.34 2.13 0.48
N -0.44 0.12 1.13 0.21
C -1.41 1.06 1.26 -0.27
C -2.34 1.16 2.31 -0.20
C -3.11 2.29 2.45 -0.20
C -2.85 3.35 1.55 -0.69
C -1.99 3.30 0.47 0.13
C -1.34 2.06 0.21 0.48
O -0.61 1.77 -0.83 -0.27
C -1.85 4.53 -0.41 2.44
C -2.85 4.39 -1.56 -1.67
C -0.42 4.67 -0.94 -1.67
C -2.17 5.83 0.34 -2.24
C -4.14 2.49 3.54 1.83
C -5.46 2.98 2.91 -1.68
C -3.60 3.56 4.51 -1.41
C -4.43 1.22 4.34 -1.92
C 1.46 -1.15 1.65 -0.22
O 1.50 -1.32 0.35 -0.07
C 2.39 -1.63 2.62 0.71
C 2.19 -1.23 3.92 -0.95
C 3.67 -2.43 2.35 2.54
C 3.73 -3.68 3.24 -1.89
C 4.87 -1.52 2.69 -1.59
C 3.81 -2.87 0.90 -1.18
H 0.34 1.62 7.08 0.52
H -0.75 1.02 5.85 0.41
H 0.55 2.15 5.42 0.43
H 0.89 -0.76 7.76 0.47
H 1.48 -1.91 6.56 0.35
H -0.19 -1.35 6.50 0.34
H 2.65 1.12 7.11 0.44
H 3.05 1.25 5.40 0.36
H 3.34 -0.25 6.28 0.45
H -0.51 0.79 3.73 0.79
H -2.45 0.31 2.97 1.13
H -3.38 4.27 1.72 0.50
H -2.73 3.42 -2.04 0.05
H -2.70 5.18 -2.29 0.53
H -3.87 4.45 -1.19 0.36
H -0.11 3.80 -1.50 0.00
H 0.27 4.82 -0.11 0.34
H -0.36 5.54 -1.59 0.52
H -3.22 5.92 0.60 0.44
H -1.93 6.67 -0.30 0.53
H -1.57 5.91 1.25 0.38
H -5.37 3.97 2.49 0.31
H -6.23 3.02 3.68 0.48
H -5.79 2.29 2.14 0.36
H -3.31 4.47 3.99 0.30
H -2.73 3.18 5.04 0.19
H -4.37 3.81 5.23 0.47
H -4.80 0.42 3.69 0.38
H -5.20 1.44 5.07 0.49
H -3.56 0.87 4.88 0.23
H 2.90 -1.56 4.66 0.56
H 3.80 -3.42 4.30 0.33
H 4.62 -4.25 3.00 0.51
H 2.85 -4.30 3.11 0.33
H 4.88 -1.26 3.74 0.37
H 4.82 -0.61 2.11 0.22
H 5.79 -2.05 2.45 0.50
H 2.97 -3.49 0.60 -0.61
H 4.73 -3.44 0.77 0.85
H 3.86 -2.00 0.24 -0.41
Cl -1.33 -2.29 -3.51 -0.03
C -1.34 -1.43 -5.01 0.26
C -1.77 -1.99 -6.19 -0.79
C -1.74 -1.21 -7.34 -0.65
C -1.29 0.09 -7.28 -1.01
C -0.85 0.64 -6.09 -0.74
C -0.88 -0.12 -4.93 0.69
P -0.49 0.50 -3.24 0.86
C 0.18 2.14 -3.71 0.73
C -0.56 3.29 -3.94 0.14
C 0.07 4.44 -4.39 -0.82
C 1.43 4.45 -4.63 -0.95
C 2.17 3.30 -4.42 -0.78
C 1.55 2.16 -3.96 -0.65
C -2.24 0.63 -2.68 0.82
C -2.56 -0.06 -1.51 0.79
C -3.84 -0.02 -0.99 -0.43
C -4.82 0.73 -1.64 -1.04
C -4.52 1.37 -2.83 -0.89
C -3.24 1.31 -3.36 -0.81
H -2.14 -3.01 -6.21 0.54
H -2.07 -1.64 -8.27 0.43
H -1.28 0.70 -8.17 0.46
H -0.49 1.66 -6.07 0.54
H -1.62 3.30 -3.76 0.39
H -0.52 5.33 -4.55 0.54
H 1.91 5.35 -4.99 0.40
H 3.23 3.29 -4.62 0.48
H 2.14 1.26 -3.83 0.56
H -1.77 -0.66 -1.02 -0.16
H -4.08 -0.56 -0.10 0.57
H -5.81 0.79 -1.22 0.47
H -5.28 1.93 -3.34 0.53
H -3.03 1.79 -4.30 0.60
O 3.70 0.93 0.97 -0.67
C 2.97 0.85 0.01 -0.36
O 1.81 1.41 -0.11 -0.33
C 3.38 0.05 -1.22 0.70
C 4.72 -0.21 -1.51 -0.17
C 5.02 -0.87 -2.69 -1.15
C 3.98 -1.28 -3.51 -0.89
C 2.67 -1.04 -3.12 0.07
N 2.37 -0.37 -2.00 0.70
H 5.47 0.11 -0.81 0.62
H 6.04 -1.06 -2.98 0.49
H 4.17 -1.79 -4.45 0.59
H 1.83 -1.37 -3.73 0.01
C 2.37 -4.70 -3.35 -1.39
C 2.37 -4.31 -1.88 -0.38
Sb 0.45 -3.48 -1.12 0.27
C -0.85 -4.98 -2.14 -0.81
C -0.62 -6.40 -1.70 -1.46
C 0.35 -4.44 0.87 -0.03
C 1.23 -5.65 1.13 -1.43
H 3.36 -5.08 -3.61 0.44
H 2.17 -3.85 -4.00 0.17
H 1.66 -5.48 -3.57 0.36
H 3.13 -3.56 -1.70 0.22
H 2.58 -5.19 -1.27 0.61
H -0.65 -4.87 -3.20 0.48
H -1.88 -4.69 -1.96 0.60
H 0.42 -6.69 -1.81 0.31
H -1.22 -7.06 -2.32 0.42
H -0.93 -6.55 -0.67 0.33
H -0.70 -4.71 0.99 0.77
H 0.57 -3.66 1.60 -0.01
H 1.02 -6.46 0.44 0.29
H 1.02 -6.02 2.14 0.42
H 2.28 -5.41 1.07 0.26
```

Values from the calculation:
Molar mass (u): 1228.91
Lowest unoccupied orbital energy (alpha / beta) (hartree): -0.2911 / -0.2911
Spin multiplicity: 1
Net charge: +2
Frontier orbital gap (alpha / beta) (eV): 4.65 / 4.65
E (a.u.): -3753.84519